(1)
The following is a quantum chemistry calculation of a molecular structure, C17H40IrNOP3 at a distorted geometry, from the OMol25 dataset.

```
63
Properties=species:S:1:pos:R:3:forces:R:3:mulliken_spin:R:1
Ir -0.19223 -0.93763 0.59654 1.20 1.13 2.34 1.84
P 0.30112 -2.93882 -0.37464 -0.16 0.37 0.18 0.18
P 2.18455 0.06574 1.55873 1.96 0.27 0.14 0.16
P -2.33769 0.09657 0.48311 -1.74 0.21 -0.21 0.13
H 1.17627 3.92859 0.78638 -1.11 0.72 0.50 0.00
C 0.11495 3.93280 1.14970 0.48 -1.78 0.24 0.01
C -0.16887 3.70528 2.45202 0.22 -0.38 -0.32 0.00
H 0.63021 3.69465 3.23927 -0.82 0.25 -0.93 0.00
C 1.32063 -2.77472 -1.88537 0.14 -0.24 -0.06 0.01
C 1.15827 -3.78780 0.99979 0.11 -0.47 0.22 0.00
C -1.45164 -3.38357 -0.69034 -0.41 -0.35 -0.19 0.04
C 2.84390 1.70577 2.18094 -0.69 0.34 -0.01 0.05
C 2.81925 -0.96154 3.00833 -0.67 -0.04 -0.39 0.02
C 3.43912 -0.18953 0.22526 -0.52 -0.10 -0.11 0.03
C -3.13168 1.71208 1.02116 0.67 0.12 0.02 0.05
C -3.44746 -1.05428 1.45986 0.45 0.11 -0.35 0.01
C -2.81438 -0.00760 -1.28405 -0.21 0.27 0.07 0.05
H -0.61236 3.76190 0.32078 0.31 0.60 0.97 0.00
H -1.18353 3.42662 2.82626 0.81 0.66 -0.46 0.00
H 0.69382 -2.41680 -2.71571 0.09 -0.11 0.33 -0.01
H 1.83457 -3.69002 -2.20881 -0.35 0.01 0.21 0.01
H 2.10720 -2.03433 -1.68016 -0.31 -0.12 0.04 0.00
H 1.28627 -4.87547 0.89280 -0.07 0.30 -0.12 0.02
H 0.60981 -3.59323 1.93865 -0.04 -0.22 -0.50 0.00
H 2.15017 -3.33211 1.16251 -0.29 -0.16 -0.43 -0.01
H -1.65349 -4.34413 -1.19728 0.25 0.34 0.23 0.02
H -1.87929 -2.55536 -1.29054 0.48 -0.62 0.03 -0.03
H -2.02539 -3.34513 0.25530 0.53 -0.35 -0.34 -0.02
H 3.95099 1.69924 2.12483 -0.65 -0.22 0.07 0.01
H 2.53228 1.87862 3.22542 0.12 -0.11 -0.44 0.00
H 2.46201 2.54344 1.58202 0.21 -0.34 0.15 -0.01
H 3.90682 -1.13377 2.90746 -0.52 0.22 0.05 0.00
H 2.30829 -1.93815 3.04205 0.29 0.31 0.13 0.00
H 2.60852 -0.40096 3.94165 0.21 -0.41 -0.45 0.00
H 4.36997 0.33697 0.48960 -0.35 -0.36 -0.10 0.01
H 3.00281 0.25180 -0.68487 0.37 -0.23 0.26 0.00
H 3.62915 -1.26125 0.07816 0.04 0.29 -0.05 0.00
H -4.10010 1.82346 0.49174 0.53 -0.27 0.26 0.01
H -2.48375 2.56552 0.76901 -0.29 -0.25 0.11 -0.01
H -3.32483 1.71822 2.11048 0.19 -0.03 -0.54 0.00
H -4.39324 -1.19110 0.91190 0.28 0.02 0.25 0.00
H -3.66679 -0.58594 2.43922 0.11 -0.37 -0.48 0.00
H -2.94674 -2.02965 1.59246 -0.46 0.41 0.07 0.00
H -3.63929 0.69176 -1.47826 0.11 -0.30 -0.01 0.00
H -3.15980 -1.02936 -1.49134 0.17 0.38 -0.22 0.00
H -1.95677 0.29195 -1.91419 -0.48 -0.40 0.23 -0.01
C 0.46389 1.24005 -2.43228 -0.42 -0.34 0.53 -0.14
C 1.02604 0.63364 -3.61626 0.05 0.77 2.92 0.30
C 0.42438 0.88264 -4.84012 -1.16 1.05 -1.81 0.21
C -0.66943 1.74271 -4.90667 -0.52 -0.35 -0.49 0.03
C -1.07545 2.54093 -3.83663 0.46 -0.47 -1.71 0.24
C -0.43326 2.37470 -2.59712 1.77 -1.05 1.86 0.29
O 0.76886 0.73245 -1.19694 -0.08 1.05 -1.65 0.27
H -0.10069 -0.11219 -0.75805 0.70 1.61 -2.08 0.03
H 1.92034 0.01452 -3.59851 -0.20 0.02 0.44 0.02
H 0.84379 0.40039 -5.73143 -0.49 0.14 0.24 0.00
H -1.30259 1.73054 -5.77008 0.17 0.34 -0.67 0.01
H -1.84992 3.28741 -3.98372 -0.03 -0.12 0.12 0.00
H -0.60648 3.14454 -1.80857 0.24 -1.08 -0.39 0.07
N -0.51809 -0.70026 2.68286 -0.50 -0.62 1.46 0.14
H -1.30932 -0.05325 2.78146 0.31 -0.65 0.56 -0.02
H 0.27482 -0.25917 3.16543 -0.48 -0.56 0.02 0.00
H -0.72853 -1.63833 3.07882 0.00 1.14 0.27 -0.01
```
Forces are in eV/Å.

Values from the calculation:
- total charge = +3
- E_LUMO (spin up / spin down) (Ha) = -0.32604 / -0.48592
- electronic energy (eV) = -52488.2867
- gap between HOMO and LUMO (spin up / spin down) (hartree) = 0.288 / 0.161
- E_HOMO (spin up / spin down) (eV) = -16.717 / -17.611
- expectation value of S² = 6.044
- spin multiplicity = 5

***

(2)
The following is a quantum chemistry calculation of 19 unconnected molecules or ions with the total composition C20H76IN3O19P at a distorted geometry, from the OMol25 dataset.

```
120
Properties=species:S:1:pos:R:3:forces:R:3:mulliken_charge:R:1
O 1.16321 1.30836 1.47792 -0.98 -0.62 -0.16 -0.33
P 0.64544 0.25142 0.35740 1.35 0.27 -1.29 0.37
I 1.46860 -1.86945 1.18680 -0.50 0.12 0.45 -0.06
N -1.15383 0.32268 0.62129 1.44 -0.20 0.31 0.25
C -1.89650 1.22881 -0.08381 -0.41 -0.38 0.32 -0.42
N -3.14379 1.12893 0.26616 -0.33 0.88 -0.68 -0.67
N -3.16990 0.17322 1.17789 0.39 -1.26 1.42 0.88
C -1.97297 -0.34374 1.42118 -0.67 0.75 -0.45 -0.40
H 0.42006 1.90688 1.66741 0.47 0.70 0.62 0.32
H -1.48296 1.90385 -0.80559 0.13 0.13 -0.33 0.69
H -4.03758 -0.10816 1.63912 -0.74 0.06 -0.42 -0.02
H -1.68909 -1.11092 2.11168 -0.07 -0.29 0.18 0.58
C 5.14789 -1.18436 2.90880 -0.18 0.10 0.05 -0.41
O 3.99284 -1.38349 3.72608 0.17 -0.09 -0.11 -0.38
H 5.85714 -1.97479 3.13666 -0.03 -0.03 0.03 0.28
H 4.88425 -1.23438 1.84886 0.08 -0.01 -0.03 -0.01
H 5.60933 -0.21784 3.12012 0.07 -0.03 -0.04 0.31
H 3.37004 -0.68094 3.52219 -0.09 0.03 0.11 0.23
C -3.55359 -2.89359 -1.32752 0.16 0.29 0.45 -0.32
O -3.12369 -3.29639 -0.01810 0.26 0.05 -0.18 -0.49
H -3.25699 -3.66403 -2.03044 0.01 -0.05 0.03 0.28
H -4.63310 -2.78647 -1.35594 -0.07 -0.04 -0.15 0.16
H -3.07677 -1.94652 -1.61135 0.01 -0.07 -0.12 0.17
H -3.40133 -2.61439 0.59475 -0.26 -0.08 0.10 0.22
C 1.68486 2.36829 -2.59306 -0.19 0.10 -0.27 -0.61
O 0.31811 1.95167 -2.77623 -0.15 -0.17 0.21 -0.42
H 2.05667 1.93976 -1.67001 -0.04 -0.01 0.02 0.16
H 2.29901 2.01946 -3.42392 0.08 0.01 0.06 0.29
H 1.73382 3.45400 -2.52784 0.13 -0.02 0.05 0.34
H 0.00710 2.34556 -3.59563 -0.06 0.10 -0.05 0.27
C 2.27411 -2.98708 -3.13554 -0.01 0.05 0.28 -0.21
O 2.52452 -3.51622 -1.82968 0.09 -0.09 -0.15 -0.53
H 2.53459 -3.74839 -3.86524 0.05 -0.05 0.05 0.00
H 1.22111 -2.72722 -3.24314 0.02 0.04 -0.17 0.23
H 2.89039 -2.10206 -3.30869 -0.05 -0.01 -0.17 0.25
H 2.26204 -2.83105 -1.21200 0.04 -0.06 0.05 0.16
C -7.14909 -4.65294 -1.80927 0.02 0.17 -0.17 -0.53
O -6.22780 -3.88098 -2.58353 -0.18 -0.06 0.13 -0.49
H -6.57790 -5.39969 -1.26500 0.05 0.01 -0.01 0.24
H -7.68265 -4.02152 -1.09373 -0.03 -0.08 0.04 0.23
H -7.87029 -5.15768 -2.45450 -0.03 -0.05 0.07 0.28
H -6.73751 -3.22596 -3.06673 0.00 -0.02 -0.13 0.28
C -1.08400 3.33538 4.41241 0.07 -0.14 0.02 -0.78
O -0.79344 2.90761 3.06416 -0.03 -0.18 -0.35 -0.44
H -0.78117 4.37200 4.50952 -0.01 0.03 -0.09 0.22
H -2.14977 3.25643 4.61482 0.01 0.06 0.06 0.30
H -0.52584 2.72905 5.12654 0.01 0.05 0.03 0.35
H -1.08170 1.99283 3.01026 -0.16 -0.05 0.22 0.18
C -7.02885 -0.31458 1.99547 -0.14 0.08 -0.22 -0.73
O -5.80289 -0.58557 1.28378 0.25 0.00 0.25 -0.48
H -6.81982 -0.35567 3.06006 0.07 -0.03 0.00 0.29
H -7.39756 0.67767 1.74098 -0.05 0.01 0.11 0.30
H -7.77588 -1.06854 1.74764 0.00 -0.02 0.09 0.32
H -5.99533 -0.54878 0.34289 -0.01 -0.02 -0.07 0.21
C -3.84464 5.57629 4.56844 0.01 0.13 0.36 -0.35
O -3.27452 5.18319 5.81698 -0.01 -0.09 -0.22 -0.52
H -3.58350 4.82683 3.82614 0.02 0.01 -0.02 0.00
H -4.93286 5.64080 4.64313 -0.01 0.01 -0.10 0.32
H -3.44298 6.54066 4.24973 -0.06 -0.02 -0.14 0.28
H -3.50586 5.85123 6.46632 0.01 -0.01 0.10 0.29
C 5.25605 3.52980 -0.64576 -0.34 0.15 0.11 -0.30
O 3.85019 3.58926 -0.92795 0.04 -0.12 0.02 -0.44
H 5.69331 2.78743 -1.29844 0.00 -0.03 -0.03 -0.06
H 5.72886 4.49294 -0.84009 0.10 -0.05 -0.02 0.27
H 5.42765 3.23874 0.39366 0.09 -0.01 -0.03 0.27
H 3.45612 4.24955 -0.35377 0.03 0.08 0.03 0.25
C 0.17861 -0.09433 -5.60674 0.00 0.02 0.40 -0.64
O 0.40935 -0.61228 -4.29900 -0.10 -0.14 -0.26 -0.34
H 0.42934 -0.87255 -6.32188 0.02 -0.01 -0.01 0.22
H -0.87068 0.18309 -5.73849 -0.01 0.01 -0.11 0.27
H 0.81143 0.77758 -5.79664 0.00 0.01 -0.12 0.27
H 0.19244 0.08021 -3.66780 0.12 0.18 0.15 0.26
C 7.90672 1.72970 -2.86498 0.46 0.24 0.10 -0.40
O 7.94960 2.75039 -1.86107 -0.12 -0.05 -0.11 -0.49
H 6.87540 1.63759 -3.19997 -0.02 0.03 0.02 0.16
H 8.53525 2.01230 -3.71451 -0.12 -0.04 -0.09 0.33
H 8.23620 0.77520 -2.45859 -0.10 0.07 -0.16 0.17
H 8.85811 2.83779 -1.56621 0.07 -0.01 0.02 0.27
C -6.41715 3.39201 2.43466 -0.21 0.03 -0.15 -0.60
O -7.77968 3.00606 2.27124 0.24 -0.08 0.01 -0.54
H -6.06090 2.96137 3.36805 -0.05 -0.01 0.03 0.25
H -5.80203 3.01663 1.60917 0.08 0.04 0.04 0.25
H -6.32261 4.47828 2.48756 0.12 -0.01 0.02 0.33
H -8.09168 3.39335 1.44951 -0.13 0.06 0.01 0.30
C -1.67547 6.08672 1.42844 -0.09 -0.23 -0.02 -0.57
O -2.93709 5.43672 1.27770 0.05 0.13 0.03 -0.44
H -1.86625 7.11619 1.71739 -0.05 0.01 -0.01 0.27
H -1.07953 5.60133 2.20600 0.05 0.06 -0.01 0.15
H -1.11956 6.08016 0.48747 0.06 0.07 0.03 0.32
H -2.76453 4.52798 1.02381 -0.02 -0.09 0.01 0.24
C 2.92370 -1.11645 6.99599 0.03 -0.16 -0.23 -0.54
O 2.30740 -1.96203 6.03226 -0.09 0.05 0.09 -0.50
H 2.15942 -0.80171 7.70236 -0.03 -0.02 0.00 0.24
H 3.70796 -1.64993 7.53822 0.01 0.08 0.07 0.26
H 3.35480 -0.23118 6.51896 0.04 0.03 0.09 0.23
H 2.99224 -2.23420 5.41148 0.01 0.07 -0.09 0.32
C 6.34178 -1.61914 -1.37865 0.36 0.03 0.29 -0.35
O 7.53414 -0.83696 -1.26688 -0.25 -0.21 0.11 -0.50
H 5.61086 -1.04116 -1.93656 0.04 0.03 -0.06 0.18
H 6.53911 -2.54608 -1.91229 -0.14 -0.03 -0.04 0.24
H 5.94197 -1.84483 -0.38532 -0.11 -0.03 -0.04 0.18
H 8.17554 -1.35302 -0.77228 0.05 -0.01 0.02 0.24
C -6.18846 -3.54676 3.62608 -0.18 -0.26 0.23 -0.14
O -7.49431 -3.63694 4.18086 0.09 0.20 -0.14 -0.51
H -6.14104 -2.63217 3.04183 -0.02 0.01 -0.04 -0.22
H -5.43408 -3.50449 4.41756 0.09 0.00 -0.09 0.30
H -5.98583 -4.39760 2.97012 0.13 0.06 -0.03 0.30
H -7.54182 -4.44416 4.69803 -0.07 -0.04 0.05 0.30
C 7.12619 -3.05490 -4.89370 -0.14 -0.16 0.15 -0.64
O 5.85705 -3.11096 -4.24515 0.08 0.09 -0.13 -0.43
H 7.18996 -2.10366 -5.41458 -0.04 0.03 0.01 0.22
H 7.93995 -3.11535 -4.16506 0.06 0.04 -0.07 0.27
H 7.22898 -3.86489 -5.61932 0.08 0.04 -0.03 0.30
H 5.80255 -3.95398 -3.78900 -0.11 -0.07 0.01 0.29
C 1.69135 -4.83009 -6.53191 -0.01 -0.27 -0.21 -0.44
O 2.15330 -5.27232 -7.80308 0.03 0.19 0.09 -0.53
H 2.14464 -3.86292 -6.32950 0.04 0.01 -0.05 0.15
H 0.60307 -4.72078 -6.53031 0.01 0.04 0.12 0.28
H 1.99069 -5.53332 -5.74972 -0.06 0.09 0.11 0.25
H 1.75424 -6.12671 -7.98032 0.00 -0.06 -0.06 0.30
```
Forces are in eV/Å.

Values from the calculation:
- total charge = +1
- E_LUMO (Ha) = -0.12180
- electronic energy (eV) = -82721.0402
- gap between HOMO and LUMO (hartree) = 0.300
- E_HOMO (eV) = -11.473

***

(3)
The following is a quantum chemistry calculation of a molecular structure, C26H18NO5PPt at a distorted geometry, from the OMol25 dataset.

```
52
Properties=species:S:1:pos:R:3:forces:R:3:nbo_charge:R:1
Pt 0.30616 1.23421 -0.14983 -0.95 -1.92 -3.01 0.50
O -1.60314 3.64061 3.11107 0.54 0.44 -0.47 -0.67
C -0.84524 2.96311 2.22027 -2.43 -3.92 0.89 0.76
O -1.05274 1.74961 2.00327 0.46 3.53 2.57 -0.59
C 0.19876 3.71301 1.58187 1.97 1.51 -1.04 0.06
C 0.62016 4.98571 2.00977 -0.75 -1.15 0.10 -0.18
C 1.70296 5.57411 1.40077 0.64 -0.17 -0.76 -0.17
C 2.33516 4.91401 0.34087 -0.40 0.41 0.61 -0.17
C 1.85046 3.68371 -0.06253 0.14 -0.13 -0.26 0.12
N 0.82236 3.09721 0.54577 -0.84 1.13 0.89 -0.44
C 2.47936 2.90881 -1.22653 0.30 -0.77 -0.46 0.73
O 3.30826 3.45161 -1.93183 0.20 0.84 0.17 -0.64
O 2.08396 1.70211 -1.36533 0.12 -0.03 0.90 -0.77
H -2.25934 3.04141 3.49577 0.18 -0.19 -0.21 0.51
H 0.08956 5.45071 2.82477 0.02 0.08 0.08 0.24
H 2.06526 6.53311 1.73967 0.00 0.08 0.00 0.23
H 3.18106 5.32661 -0.18513 0.05 0.03 -0.08 0.26
O -2.21614 2.36821 -0.44363 -1.30 0.00 0.07 -0.59
C -1.77444 1.31011 -0.09353 3.82 0.63 -0.81 0.47
C -2.41034 0.07171 0.28017 -1.82 -1.81 0.66 -0.19
C -3.74374 0.07351 0.71877 0.72 0.04 -0.35 -0.16
C -4.27094 -1.05889 1.29867 -0.06 -0.44 0.17 -0.20
C -3.49234 -2.20539 1.45647 -0.25 0.25 -0.06 -0.19
C -2.20764 -2.25359 0.94107 0.06 0.03 -0.10 -0.24
C -1.66734 -1.13319 0.33097 -0.51 0.77 -0.15 -0.22
P -0.05404 -0.96129 -0.47203 0.13 0.81 0.21 1.04
C 1.14966 -1.96849 0.44297 -0.08 0.27 -0.06 -0.29
C 1.88606 -1.26769 1.39687 -0.06 0.20 0.05 -0.20
C 2.82916 -1.92039 2.16727 0.02 -0.10 0.06 -0.20
C 3.03516 -3.28059 1.99417 0.04 0.06 0.03 -0.19
C 2.32226 -3.97599 1.03137 -0.01 -0.12 -0.01 -0.21
C 1.38476 -3.32429 0.24697 -0.06 0.11 0.00 -0.21
C -0.20084 -1.64719 -2.14763 0.03 0.18 0.23 -0.29
C -0.88054 -2.82729 -2.43333 0.07 0.11 0.07 -0.22
C -0.93774 -3.28329 -3.73823 -0.06 -0.10 -0.01 -0.22
C -0.33694 -2.55729 -4.75563 0.04 0.05 -0.01 -0.19
C 0.32626 -1.37209 -4.47533 -0.01 -0.08 -0.08 -0.19
C 0.39916 -0.91579 -3.17133 0.05 0.06 0.20 -0.21
H -4.32604 0.97671 0.60877 -0.01 0.10 0.06 0.23
H -5.29364 -1.05629 1.64587 -0.07 -0.01 0.11 0.22
H -3.90074 -3.05969 1.97567 -0.03 -0.10 -0.02 0.22
H -1.61784 -3.15389 1.03797 0.07 -0.10 -0.01 0.22
H 1.70906 -0.19649 1.51267 0.07 -0.29 0.03 0.23
H 3.40596 -1.37079 2.89637 0.03 0.03 0.07 0.22
H 3.76076 -3.79539 2.60607 0.08 -0.06 0.02 0.22
H 2.50446 -5.03069 0.88717 0.00 -0.09 -0.03 0.22
H 0.85156 -3.86459 -0.52123 -0.05 -0.07 -0.08 0.22
H -1.37184 -3.37389 -1.64003 -0.06 -0.08 0.03 0.21
H -1.45594 -4.20449 -3.96323 -0.05 -0.04 -0.02 0.22
H -0.38984 -2.91469 -5.77273 -0.02 -0.04 -0.10 0.22
H 0.78366 -0.80179 -5.27133 0.03 0.02 -0.02 0.22
H 0.91816 0.00551 -2.92993 0.01 0.03 -0.02 0.26
```
Forces are in eV/Å.

Values from the calculation:
- E_LUMO (Ha) = -0.03217
- electronic energy (eV) = -51518.1774
- gap between HOMO and LUMO (hartree) = 0.227
- E_HOMO (eV) = -7.052

***

(4)
The following is a quantum chemistry calculation of 2 unconnected molecules or ions with the total composition C2H3O2Se at a distorted geometry, from the OMol25 dataset.

```
8
Properties=species:S:1:pos:R:3:forces:R:3:mulliken_spin:R:1
C -0.45259 0.08347 -0.70478 3.09 -2.02 -2.72 0.01
C 0.72290 -0.54369 -0.05602 -0.17 -0.73 1.80 0.57
O -1.55823 0.24279 -0.02747 -0.07 0.17 2.71 0.01
O -0.38248 0.24348 -1.93546 -0.74 0.75 0.69 0.12
Se 0.42850 -1.20276 1.68669 0.17 0.43 -0.27 0.37
H 0.78978 2.08261 0.51143 0.05 0.14 0.11 0.93
H 1.72733 -0.88902 -0.43868 -1.72 1.02 -0.41 0.00
H -1.27520 -0.01687 0.96429 -0.61 0.24 -1.91 -0.01
```
Forces are in eV/Å.

Values from the calculation:
- total charge = -1
- E_LUMO (spin up / spin down) (Ha) = 0.13378 / 0.11171
- electronic energy (eV) = -71561.6918
- gap between HOMO and LUMO (spin up / spin down) (hartree) = 0.230 / 0.254
- E_HOMO (spin up / spin down) (eV) = -2.610 / -3.880
- expectation value of S² = 2.009
- spin multiplicity = 3

***

Q: Look up the electronic energy of the fourth one.
A: -71561.6918 eV

***

Q: Which value of electronic energy does entry 3 give?
A: -51518.1774 eV